Entry 1:
C22H25ILaNO | the ωB97M-V functional and the def2-TZVPD basis

For the strongest force on any atom, the calculation gives 0.082 Eh/bohr. The value obtained for the energy relative to the best compared isomer or geometry (same formula, charge and spin) is 0.0 kJ/mol. The calculation puts the orbital gap at 8.081 eV.

Element x y z (Å)
C -0.885 -2.429 2.919
C -1.663 -1.721 1.920
C -0.952 -1.780 0.661
H -2.594 -1.198 2.094
C 0.271 -2.555 0.876
C 0.300 -2.956 2.264
H 1.063 -2.697 0.154
C 0.351 1.188 3.932
C -1.020 0.900 3.579
C -1.230 1.301 2.209
H -1.754 0.419 4.216
C 0.023 1.837 1.670
C 1.007 1.762 2.772
H -1.244 -1.319 -0.275
H 1.134 -3.435 2.757
H -1.123 -2.516 3.972
H 2.061 1.968 2.678
H -2.139 1.178 1.636
H 0.843 0.925 4.860
La 0.601 -0.531 2.189
C 0.280 2.372 0.314
C 1.088 3.641 0.489
C -1.041 2.647 -0.386
H 0.537 4.344 1.131
H 1.262 4.112 -0.484
H 2.058 3.442 0.958
H -1.622 3.389 0.181
H -1.647 1.740 -0.499
H -0.845 3.063 -1.385
C 1.072 1.294 -0.471
C 1.575 1.681 -1.861
H 0.441 0.395 -0.586
H 1.962 0.979 0.115
O 1.680 2.830 -2.287
N 1.920 0.620 -2.644
C 1.696 -0.796 -2.373
H 2.197 0.874 -3.585
C 0.323 -1.312 -2.720
C 0.067 -2.675 -2.577
H 0.857 -3.330 -2.207
C -1.182 -3.200 -2.887
H -1.362 -4.266 -2.770
C -2.201 -2.361 -3.338
H -3.180 -2.769 -3.578
C -1.960 -0.998 -3.474
H -2.744 -0.331 -3.822
C -0.699 -0.471 -3.167
H -0.514 0.595 -3.288
H 1.898 -0.999 -1.304
H 2.451 -1.362 -2.936
I 2.583 -1.487 4.356

=====

Entry 2:
C22H25N3O2 | the ωB97M-V functional and the def2-TZVPD basis

For the strongest force on any atom, the calculation gives 0.019 Eh/bohr. The value obtained for the energy relative to the best compared isomer or geometry (same formula, charge and spin) is 82.3 kJ/mol. As for the SMILES: CCCCNC(=O)CCn1nc(-c2ccc(C)cc2)c2ccccc2c1=O. The calculation puts the orbital gap at 8.552 eV.

Element x y z (Å)
C 2.461 -4.077 -1.799
C 1.010 -3.944 -1.352
C 0.272 -2.871 -2.149
C -1.159 -2.666 -1.658
N -1.176 -2.212 -0.287
C -1.990 -2.718 0.661
O -2.786 -3.609 0.454
C -1.810 -2.061 2.026
H -0.749 -1.962 2.258
H -2.283 -2.704 2.768
C -2.475 -0.687 2.097
N -1.834 0.297 1.238
N -0.505 0.253 1.191
C 0.178 1.087 0.474
C -0.470 2.074 -0.356
C 0.199 2.905 -1.264
C -0.507 3.810 -2.024
C -1.893 3.908 -1.910
C -2.572 3.074 -1.051
C -1.872 2.147 -0.277
C -2.619 1.235 0.593
O -3.827 1.256 0.745
H -3.646 3.105 -0.957
H -2.431 4.628 -2.507
H 0.018 4.449 -2.719
H 1.269 2.819 -1.374
C 1.642 0.952 0.548
C 2.451 2.067 0.754
C 3.823 1.930 0.837
C 4.427 0.684 0.717
C 3.615 -0.428 0.532
C 2.243 -0.300 0.455
H 1.630 -1.178 0.315
H 4.065 -1.408 0.449
C 5.914 0.541 0.821
H 6.200 0.404 1.865
H 6.417 1.431 0.450
H 6.262 -0.323 0.261
H 4.435 2.805 1.000
H 2.000 3.041 0.878
H -2.442 -0.323 3.130
H -3.520 -0.739 1.781
H -0.542 -1.467 -0.038
H -1.669 -1.934 -2.298
H -1.723 -3.601 -1.686
H 0.814 -1.923 -2.076
H 0.243 -3.153 -3.203
H 0.978 -3.695 -0.289
H 0.498 -4.900 -1.478
H 2.988 -3.133 -1.670
H 2.513 -4.355 -2.849
H 2.972 -4.840 -1.216